(1)
Molecular formula: C3H12IrN3O11P2S
Method: DFT, wB97M-V/def2-TZVPD

```
33
Properties=species:S:1:pos:R:3:mulliken_charge:R:1
Ir -0.36585 0.11731 -0.98766 1.829
N 1.15488 1.86123 3.05276 -0.196
C 0.03846 1.26393 2.22095 0.626
C -1.28059 1.45056 2.96539 -1.909
P 0.43538 -0.54247 2.03084 0.772
O 2.01829 -0.45020 1.67872 -0.671
O 0.26697 -1.15132 3.35369 -0.774
O -0.32997 -0.98878 0.80410 -0.663
P -0.03081 2.24548 0.67941 1.066
O 1.18768 1.46928 -0.21661 -0.621
O 0.35965 3.62775 0.99255 -0.797
O -1.25930 1.79423 -0.07949 -0.639
H 1.05650 1.56577 4.02571 0.374
H 1.12829 2.88437 2.95784 0.382
H 2.05194 1.50534 2.70484 0.354
H -1.24118 0.92407 3.91991 0.478
H -2.08321 1.01482 2.37317 0.426
H -1.50703 2.50780 3.12123 0.452
H 2.18387 -0.46816 0.72686 0.403
H 1.48653 2.02965 -0.95089 0.296
O -3.01325 0.79584 -3.52231 -0.583
S -1.84249 0.04422 -3.21987 1.219
O -1.40603 -0.93014 -4.18204 -0.635
O -0.66187 0.96200 -2.79089 -0.618
O -1.99707 -0.67661 -1.81246 -0.761
N -0.62396 -3.05147 -2.00282 -0.372
C 0.54291 -2.45563 -2.25045 0.843
N 1.51094 -3.13907 -2.89053 -0.438
O 0.83707 -1.29033 -1.85889 -0.801
H -0.86152 -3.87034 -2.53609 0.241
H -1.39284 -2.41556 -1.78753 0.312
H 1.31375 -4.01064 -3.34559 0.181
H 2.32387 -2.62294 -3.17384 0.224
```

Calculated values
- Largest force on an atom: 0.15 eV Å⁻¹
- ΔE to the lowest compared entry with this formula, charge and spin: 0.0 kcal per mole
- Spin multiplicity: 1
- Molecular weight: 552.37 g mol⁻¹
- Orbital gap: 0.318 hartree
- Lowest unoccupied orbital energy: -0.011 hartree



(2)
Molecular formula: C16H26NOS5SbTc
Method: DFT, wB97M-V/def2-TZVPD

```
51
Properties=species:S:1:pos:R:3:mulliken_charge:R:1
Tc 0.66831 0.13069 1.15526 0.440
S -0.44730 3.77397 1.26266 -0.151
Sb 0.34615 3.17459 3.34448 1.042
S 0.46909 0.93138 3.21772 -0.324
S 0.63877 1.89219 -0.09035 0.093
S 0.93290 4.08986 5.24719 -0.172
O 2.25273 -0.80767 0.52705 -0.594
S 3.41111 -0.46029 -0.51031 0.394
C 4.93216 -0.52901 0.48955 -0.683
C 5.40925 -1.97755 0.45754 -0.568
C 5.16029 -2.45818 -0.96814 -0.672
C 3.71822 -2.08544 -1.30317 -0.523
H 4.69692 -0.11232 1.46745 0.390
H 5.62484 0.14466 -0.02198 0.468
H 4.85062 -2.57884 1.17599 0.291
H 6.46268 -2.02742 0.72849 0.391
H 5.28831 -3.53472 -1.07465 0.356
H 5.84925 -1.97619 -1.66354 0.328
H 2.99765 -2.75069 -0.81988 0.230
H 3.49349 -2.00233 -2.36437 0.505
C -0.73748 3.59883 -2.59066 -1.649
C -1.58266 2.70289 -1.74272 0.272
C -2.92527 2.81150 -1.67215 -0.796
C -3.71866 1.91860 -0.89368 0.424
C -5.18816 2.08854 -0.85865 -1.546
C -3.13502 0.86637 -0.15161 -0.159
C -1.79371 0.65375 -0.17003 -0.227
C -0.94312 1.54649 -1.04290 0.589
N -1.04269 -0.28111 0.51498 0.515
C -1.43544 -1.70703 0.86973 1.522
C -0.81801 -2.60230 -0.20799 -1.380
C -0.77333 -1.94932 2.22550 -1.653
C -2.92618 -2.00657 0.94331 -2.167
H -1.35147 4.28361 -3.16978 0.465
H -0.13296 3.00683 -3.28579 0.379
H -0.03315 4.19590 -2.01233 0.352
H -3.43034 3.59776 -2.22084 0.457
H -5.51348 3.04130 -1.26758 0.424
H -5.58697 1.95149 0.14845 0.410
H -5.63515 1.28855 -1.46565 0.376
H -3.78379 0.26825 0.46517 0.639
H -0.59412 0.90446 -1.86954 0.581
H 0.26205 -2.46056 -0.28330 0.149
H -1.26615 -2.40773 -1.18434 0.379
H -0.99933 -3.64875 0.03875 0.505
H 0.33848 -1.91064 2.17917 0.484
H -0.98187 -2.96383 2.56607 0.482
H -1.13885 -1.25821 2.98667 0.417
H -3.43562 -1.79407 0.00416 0.576
H -3.41456 -1.49550 1.77302 0.429
H -3.03843 -3.07618 1.11759 0.505
```

Calculated values
- Largest force on an atom: 2.16 eV Å⁻¹
- ΔE to the lowest compared entry with this formula, charge and spin: 0.0 kcal per mole
- Spin multiplicity: 1
- Total charge: +3
- Molecular weight: 628.49 g mol⁻¹
- Orbital gap: 0.236 hartree
- Lowest unoccupied orbital energy: -0.425 hartree



(3)
Molecular formula: C3H9B4BrO5Tl
Method: DFT, wB97M-V/def2-TZVPD

```
23
Properties=species:S:1:pos:R:3:mulliken_charge:R:1
C 3.02837 -1.01880 0.44965 -0.935
C 2.67995 0.49121 0.61297 -0.082
O 1.97539 1.08802 -0.45889 -0.447
B 0.74870 0.74071 -1.01702 0.048
O 0.76746 -0.14867 -2.04325 -0.237
B -0.81496 1.37804 -0.59184 0.839
O -1.93081 1.08661 -1.40120 -0.050
B -2.82098 0.35349 -0.63057 0.408
C -3.15655 -1.13368 -1.03234 -0.722
O -3.28321 1.03558 0.49949 -0.275
B -2.37516 1.85844 1.05802 0.511
Br -2.83453 2.68754 2.75501 0.264
O -1.13734 2.14854 0.50015 -0.233
H 2.38286 -1.72508 1.01738 0.088
H 3.09896 -1.30249 -0.59814 0.377
H 4.03644 -1.14950 0.84755 0.409
H 3.63316 1.01524 0.63356 0.329
H 2.20874 0.67298 1.58376 0.271
H 0.49487 -1.04756 -1.79356 0.396
H -4.15750 -1.23536 -1.45868 0.353
H -2.98472 -1.79429 -0.17941 0.376
H -2.45282 -1.43423 -1.80723 0.324
Tl 2.89367 -2.56672 3.05459 0.986
```

Calculated values
- Largest force on an atom: 1.67 eV Å⁻¹
- Spin multiplicity: 1
- Total charge: +3
- Molecular weight: 452.63 g mol⁻¹
- Orbital gap: 0.104 hartree
- Lowest unoccupied orbital energy: -0.668 hartree



(4)
Molecular formula: C16H19N3O4S2
Method: DFT, wB97M-V/def2-TZVPD

```
44
Properties=species:S:1:pos:R:3:mulliken_charge:R:1
C -2.11581 -0.12657 3.62407 -0.921
O -2.19132 -0.49170 1.98904 -0.412
C -1.17740 -0.85870 1.55730 1.524
C 0.05165 -0.83660 2.12272 -1.641
C 1.21505 -1.51411 1.32879 -0.688
C 0.98767 -1.63791 -0.12682 0.442
C 2.19187 -2.08775 -0.80923 -0.152
O 2.13047 -3.21088 -1.62106 -0.704
N 3.26583 -1.46153 -0.68945 0.018
C 3.56018 -0.31286 -0.32026 0.307
N 2.60502 0.58595 0.19835 -0.257
C 3.27632 1.95209 0.38159 -0.770
C 4.46769 2.05965 0.32618 0.678
C 5.23200 3.29718 0.60887 -1.304
S 5.10016 0.54248 -0.56968 -0.221
C -0.21792 -1.41766 -0.74801 -1.001
C -1.34079 -1.11513 0.29979 -0.122
S -2.91457 -0.68748 -0.52468 1.274
O -3.82176 -1.44860 0.09621 -0.617
O -2.65922 -0.72664 -2.10246 -0.840
N -3.04049 0.95189 -0.39638 -0.026
C -2.69327 1.94610 -1.33430 -0.888
C -3.94625 2.96843 -1.50580 -0.538
C -5.08419 2.04574 -0.75718 -0.612
C -4.39581 1.44244 0.59629 -0.945
H -3.00809 0.20243 3.81902 0.285
H -1.27133 0.72570 3.78774 0.312
H -1.88581 -1.09330 4.03516 0.428
H 0.14412 -0.80519 3.06294 0.858
H 2.14516 -1.84912 1.70440 0.555
H 4.11969 -2.02913 -1.32678 0.408
H 2.60294 2.61135 0.85495 0.365
H 6.15462 3.07446 1.19672 0.303
H 5.73198 3.60336 -0.30350 0.356
H 4.74808 4.17161 0.63938 0.452
H -0.31429 -1.43718 -1.71249 0.905
H -1.87660 2.38701 -1.11153 0.573
H -2.51961 1.25870 -2.24328 0.344
H -4.20959 2.89959 -2.76633 0.283
H -3.84206 3.77130 -0.83307 0.377
H -5.98244 2.77300 -0.31892 0.333
H -5.40939 1.13606 -1.23609 0.323
H -4.13565 2.05948 1.17152 0.653
H -4.76670 0.34732 0.82371 0.305
```

Calculated values
- SMILES: COc1ccc(C(=O)Nc2ncc(C)s2)cc1S(=O)(=O)N1CCCC1
- Largest force on an atom: 18.10 eV Å⁻¹
- ΔE to the lowest compared entry with this formula, charge and spin: 446.4 kcal per mole
- Spin multiplicity: 1
- Molecular weight: 381.48 g mol⁻¹
- Orbital gap: 0.301 hartree
- Lowest unoccupied orbital energy: 0.000 hartree